The following is a DFT calculation (wB97M-V/def2-TZVPD) of a cluster of 2 separate species, C2H7N3 in total.

Structure (XYZ):
```
12
Properties=species:S:1:pos:R:3:forces:R:3:mulliken_charge:R:1
C -3.763 0.435 0.273 -1.437 0.180 -0.749 -0.36
C 2.832 -0.119 -0.342 1.500 -0.167 1.129 -0.81
N -2.612 -0.051 0.069 2.996 -0.062 -0.504 0.45
N -1.553 -0.406 -0.185 -1.773 0.080 0.616 -0.57
N 1.771 -0.375 0.660 1.279 -3.307 -0.092 -0.57
H -4.400 0.525 -0.574 -0.268 -0.408 -0.710 0.21
H 1.175 0.395 0.623 -1.506 1.142 -0.011 0.24
H -4.070 1.048 1.070 0.476 0.209 1.351 0.25
H 3.488 0.796 -0.179 -1.030 -1.123 0.398 0.25
H 3.514 -0.944 -0.621 -0.184 -0.054 1.267 0.31
H 2.399 -0.011 -1.256 -1.415 0.993 -2.942 0.33
H 1.219 -1.292 0.461 1.361 2.518 0.247 0.26
```
Positions in Å, forces in eV/Å.

Output
- HOMO: -8.87 eV
- Energy above the lowest of the compared OMol25 structures with the same formula, charge and spin: 74.15 kcal/mol

=====

The following is a DFT calculation (wB97M-V/def2-TZVPD) of the ion C10H25N4O with charge +1.

Structure (XYZ):
```
40
Properties=species:S:1:pos:R:3:forces:R:3:mulliken_charge:R:1
C -2.957 -2.296 -0.276 -2.282 1.701 -0.606 -1.10
C -2.027 -1.392 -1.088 -0.098 0.316 1.013 -0.54
N -1.664 -0.232 -0.302 -3.010 -0.355 1.867 -0.04
C -0.484 0.317 0.027 -0.452 1.138 -0.996 -0.78
C -0.739 1.364 1.152 -4.011 -0.023 0.261 0.31
N 0.224 2.052 1.753 3.496 -2.464 -1.144 -0.20
O -1.943 1.587 1.397 2.071 0.020 -0.061 -0.64
N 0.665 -0.407 0.234 1.510 -1.371 1.077 1.05
C 0.646 -1.149 1.581 1.783 -1.581 -1.668 -0.80
C 1.806 -0.892 2.549 -3.506 0.640 2.617 -1.37
C 1.421 -1.079 -0.848 -0.355 0.515 1.641 -1.03
C 2.894 -0.839 -0.704 0.869 0.878 -0.975 -1.18
N -0.184 1.328 -1.325 2.705 -1.508 -1.373 -0.10
C 1.038 2.207 -1.088 -0.439 -2.556 2.200 -0.72
C -1.398 2.029 -1.643 -2.141 0.940 1.838 -0.62
H -3.926 -1.667 -0.205 1.091 -1.275 0.136 0.30
H -3.229 -3.224 -0.889 0.625 0.982 1.515 0.36
H -2.563 -2.309 0.777 -0.350 -0.954 -1.169 0.29
H -1.192 -2.007 -1.247 1.574 -0.404 -0.882 0.23
H -2.452 -0.965 -1.990 -0.233 -0.805 -0.603 0.37
H -2.500 0.227 0.164 1.628 -0.559 -0.635 0.48
H 1.178 1.605 1.873 -1.701 0.889 -0.545 0.20
H -0.059 2.608 2.483 -0.876 1.526 1.991 0.30
H 0.495 -2.313 1.522 0.437 2.041 -0.635 0.34
H -0.218 -0.856 2.062 -1.995 0.831 1.016 0.45
H 1.966 0.156 2.873 -0.401 -0.433 -0.256 0.21
H 1.515 -1.472 3.498 0.322 0.964 -1.142 0.36
H 2.721 -1.246 2.345 3.233 -1.491 -1.411 0.53
H 1.151 -0.852 -1.852 -0.792 0.427 -0.662 0.52
H 1.238 -2.118 -0.727 -0.216 -1.126 -0.069 0.55
H 3.272 -1.817 -0.910 1.230 -0.304 -0.806 0.41
H 3.303 -0.006 -1.420 -0.492 -1.735 1.557 0.40
H 3.170 -0.711 0.336 0.061 0.634 -0.025 0.19
H 0.075 0.678 -2.157 -0.652 1.197 1.945 0.40
H 0.736 2.847 -0.193 1.121 -0.544 -1.679 0.43
H 1.891 1.438 -0.895 -1.498 1.787 0.225 0.13
H 1.268 2.647 -1.996 0.337 1.567 -1.488 0.38
H -1.673 2.540 -0.658 -0.258 -0.786 -1.323 0.34
H -1.208 2.892 -2.255 0.041 -0.125 -1.008 0.38
H -2.255 1.329 -1.959 1.623 1.405 0.263 0.22
```
Positions in Å, forces in eV/Å.

Output
- SMILES: CCN[C@@](C(N)=O)(N(CC)CC)[NH+](C)C
- HOMO: -12.42 eV
- Net charge: +1
- Energy above the lowest of the compared OMol25 structures with the same formula, charge and spin: 80.35 kcal/mol

=====

The following is a DFT calculation (wB97M-V/def2-TZVPD) of a structure of composition C18H24N6O7SSeV.

Structure (XYZ):
```
58
Properties=species:S:1:pos:R:3:forces:R:3:mulliken_charge:R:1
V 0.766 -0.926 -1.598 -0.358 0.484 0.327 1.03
C -2.723 0.376 3.584 0.026 0.035 -0.018 -1.36
C -2.202 0.863 2.238 0.054 0.150 0.166 -0.21
N -0.948 1.630 2.384 -0.085 -0.148 -0.384 0.36
C -1.050 3.071 2.220 -0.018 0.030 0.155 -1.29
C -1.044 3.508 0.762 0.002 0.001 -0.047 -0.41
C 0.233 0.999 2.342 0.006 0.237 -0.082 0.36
S 1.722 1.806 2.231 -0.044 -0.056 0.077 -0.46
N 0.160 -0.358 2.502 0.139 -0.245 0.081 -0.34
C 0.449 -1.182 1.552 -0.144 0.178 -0.024 0.30
O 0.738 -0.841 0.351 0.324 -0.192 -0.273 -0.10
C 0.462 -2.638 1.902 -0.051 -0.045 -0.004 0.40
C 0.550 -3.608 0.911 -0.071 0.011 -0.032 0.02
C 0.576 -4.954 1.251 -0.001 -0.006 0.010 -0.94
C 0.511 -5.342 2.580 0.003 -0.002 -0.004 -0.36
C 0.410 -4.375 3.574 -0.002 0.007 0.002 -0.61
C 0.384 -3.032 3.235 0.041 -0.011 0.033 -0.56
H -3.665 -0.157 3.443 0.002 -0.003 0.000 0.41
H -2.893 1.211 4.272 -0.002 -0.017 -0.009 0.32
H -2.003 -0.306 4.037 -0.001 -0.008 0.013 0.20
H -2.922 1.531 1.767 0.018 0.001 -0.055 0.56
H -2.064 0.044 1.537 -0.033 -0.058 0.018 -0.05
H -0.223 3.533 2.758 0.013 -0.026 0.001 0.49
H -1.985 3.371 2.705 0.001 0.028 0.013 0.39
H -0.095 3.221 0.310 -0.002 0.044 0.006 -0.04
H -1.156 4.596 0.699 0.003 -0.002 0.015 0.51
H -1.829 3.013 0.189 0.024 -0.008 0.029 0.13
H 0.561 -3.313 -0.129 0.029 -0.020 0.008 0.45
H 0.636 -5.700 0.468 0.000 0.006 -0.004 0.39
H 0.530 -6.394 2.843 -0.002 -0.003 0.001 0.35
H 0.349 -4.671 4.615 0.007 0.001 0.004 0.37
H 0.303 -2.261 3.990 0.004 -0.010 -0.001 0.46
N 3.817 -1.537 0.323 0.031 -0.035 -0.036 -0.77
N 4.446 -1.192 -0.891 -0.102 -0.056 -0.044 -0.17
C 3.751 -0.650 -1.975 0.124 0.162 0.133 0.43
O 4.319 -0.585 -3.062 -0.042 -0.092 -0.026 -0.74
O 2.585 -0.172 -1.683 0.119 0.032 0.080 -0.45
H 3.003 -2.115 0.131 -0.035 0.025 -0.001 0.29
H 3.447 -0.681 0.726 0.011 0.014 0.043 0.39
H 5.197 -1.806 -1.152 0.061 0.049 0.026 0.25
N -1.067 4.016 -4.951 0.010 -0.001 0.001 -0.64
C -0.588 2.888 -4.280 -0.009 0.000 0.005 1.17
C 0.141 3.017 -3.102 -0.016 0.009 0.034 -0.67
C 0.572 1.880 -2.461 0.095 -0.029 -0.050 -0.33
N 0.347 0.652 -2.940 -0.044 -0.050 -0.029 0.21
C -0.351 0.523 -4.070 -0.025 0.000 0.014 -0.32
C -0.809 1.611 -4.782 -0.007 0.003 -0.011 -0.80
H -1.210 4.807 -4.343 -0.005 0.004 0.001 0.23
H -1.892 3.828 -5.501 -0.006 0.001 -0.005 0.22
H 0.326 3.987 -2.659 -0.003 -0.004 0.005 0.27
H 1.116 1.934 -1.525 0.013 0.016 -0.003 0.42
H -0.575 -0.486 -4.380 -0.002 -0.002 -0.002 0.38
H -1.390 1.458 -5.682 0.000 -0.006 0.004 0.29
O -2.548 -0.738 -2.740 -0.010 -0.034 0.030 -0.82
Se -1.759 -0.558 -1.296 -0.024 -0.027 -0.087 0.66
O -2.420 -1.504 -0.118 -0.021 -0.022 0.048 -0.78
O 0.844 -2.330 -2.282 0.030 -0.302 -0.114 -0.83
O -1.840 1.035 -0.833 -0.027 -0.009 -0.043 -0.64
```
Positions in Å, forces in eV/Å.

Output
- Multiplicity: 2
- HOMO (alpha / beta): -1.79 / -1.76 eV
- Net charge: -2

=====

The following is a DFT calculation (wB97M-V/def2-TZVPD) of a structure of composition C8H18BrFINO3Sb.

Structure (XYZ):
```
34
Properties=species:S:1:pos:R:3:forces:R:3:mulliken_charge:R:1
N 5.397 -1.188 0.054 -0.473 -0.350 -0.055 -0.57
C 4.063 -0.731 0.486 0.390 0.364 0.565 -0.66
C 3.679 0.604 -0.149 0.624 0.169 0.560 -0.02
O 4.168 0.792 -1.446 -0.121 0.094 -0.776 -0.59
C 2.220 0.962 0.033 0.418 -0.572 0.230 -1.11
Sb 0.643 -0.133 -1.007 -0.625 2.072 -0.521 1.14
F -0.834 -1.023 -2.004 0.370 -0.171 0.274 -0.59
Br 2.196 -1.767 -2.275 0.104 -0.324 -0.198 -0.49
I 0.406 -2.052 1.083 -0.111 -0.380 0.245 -0.40
C -0.873 1.018 0.096 -0.026 -0.885 -0.246 -1.37
C -2.282 0.562 -0.202 -0.559 0.855 0.597 -0.14
C -3.285 1.193 0.788 -0.004 -0.392 -0.513 -0.72
C -4.474 0.283 1.000 0.187 0.291 -0.218 -0.74
O -4.989 -0.143 -0.281 0.354 0.820 0.884 -0.32
C -5.299 -1.422 -0.381 1.131 0.691 3.037 0.23
O -5.713 -1.881 -1.350 -1.890 -1.962 -4.284 -0.43
H 5.388 -2.198 0.100 0.181 -0.088 -0.128 0.22
H 6.087 -0.883 0.727 0.092 0.081 -0.101 0.23
H 4.100 -0.523 1.556 -0.289 -0.068 0.283 0.37
H 3.306 -1.491 0.367 -0.036 -0.283 -0.421 0.26
H 4.230 1.336 0.456 0.080 0.285 0.059 0.31
H 4.458 -0.051 -1.819 -0.140 0.003 0.219 0.38
H 2.113 2.012 -0.213 -0.379 0.217 -0.465 0.45
H 2.009 0.894 1.096 -0.215 -0.214 0.272 0.43
H 0.704 1.017 -2.306 0.000 -0.417 0.045 -0.08
H -0.705 0.779 1.139 0.405 0.150 0.335 0.40
H -0.757 2.085 -0.064 0.224 0.217 -0.158 0.40
H -2.601 0.832 -1.198 0.066 -0.268 -0.439 0.27
H -2.370 -0.505 -0.070 0.205 -0.498 -0.263 0.31
H -3.640 2.157 0.444 0.112 0.374 -0.042 0.33
H -2.766 1.307 1.730 -0.104 0.222 0.445 0.39
H -5.284 0.779 1.525 -0.158 0.055 0.186 0.33
H -4.132 -0.570 1.574 -0.127 -0.395 0.076 0.47
H -5.163 -2.051 0.509 0.316 0.307 0.517 0.32
```
Positions in Å, forces in eV/Å.

Output
- HOMO: -5.43 eV
- Net charge: -1

=====

The following is a DFT calculation (wB97M-V/def2-TZVPD) of the ion C3H6IN2O with charge +1.

Structure (XYZ):
```
13
Properties=species:S:1:pos:R:3:forces:R:3:mulliken_charge:R:1
N 1.207 1.804 -0.320 1.308 -3.193 -1.965 -0.29
C 0.481 0.758 -0.090 -0.250 -0.730 1.105 0.71
N 0.757 -0.450 -0.542 -1.762 0.776 0.950 -0.14
C -0.354 -1.344 -0.120 2.008 -2.752 1.526 -0.53
C -1.180 -0.504 0.834 -0.029 2.077 -1.750 -0.34
I -3.134 -0.211 -0.028 0.240 -0.173 0.725 0.22
O -0.500 0.798 0.737 -0.886 1.131 0.198 -0.35
H 2.016 1.517 -0.838 0.605 1.176 -0.235 0.18
H 1.067 2.674 0.020 -0.529 3.168 1.313 0.21
H 1.539 -0.540 -1.137 0.488 -1.109 -0.845 0.18
H 0.081 -2.172 0.581 -0.703 0.921 -1.919 0.28
H -0.906 -1.709 -0.989 0.215 -0.179 0.374 0.40
H -1.075 -0.621 1.890 -0.706 -1.112 0.523 0.46
```
Positions in Å, forces in eV/Å.

Output
- SMILES: [NH2+]=C1NC[C@H](I)O1
- HOMO: -13.65 eV
- Net charge: +1
- Energy above the lowest of the compared OMol25 structures with the same formula, charge and spin: 4.57 kcal/mol

=====

The following is a DFT calculation (wB97M-V/def2-TZVPD) of a structure of composition C9H18AlB3I2O6P.

Structure (XYZ):
```
40
Properties=species:S:1:pos:R:3:forces:R:3:mulliken_charge:R:1
C 1.869 -3.451 0.604 -0.143 -0.497 0.176 -0.60
C 3.288 -2.597 0.583 0.711 -1.407 0.749 -0.24
O 3.303 -1.707 -0.598 -1.828 2.616 1.967 -0.28
P 2.379 -0.260 -0.293 -0.592 0.202 1.482 0.75
O 1.570 -0.262 1.068 2.436 -0.026 -3.832 -0.50
C 1.052 -0.068 -1.697 0.706 0.821 -1.489 -0.44
C 0.345 1.391 -1.451 0.019 -0.025 0.565 -0.64
B -1.118 1.343 -0.702 0.801 0.607 1.059 0.63
O -1.730 2.667 -0.357 -3.058 -3.039 -4.107 -0.40
B -2.932 2.740 -1.245 2.006 0.564 3.026 0.25
O -3.772 1.530 -1.560 2.342 -0.898 2.520 -0.21
B -3.360 0.460 -0.604 2.083 -1.236 1.047 0.36
C -4.432 -0.497 0.242 -0.670 -0.082 0.093 -0.17
I -3.961 -2.675 0.189 -0.741 3.164 0.222 0.48
C -5.623 0.020 0.988 -0.424 -1.039 0.409 0.12
C -6.666 -0.906 1.868 -0.025 1.615 -0.321 -0.93
I -6.096 2.201 0.969 0.763 -2.948 0.051 0.41
O -1.907 0.139 -0.377 -3.433 3.483 -1.896 -0.34
O 3.456 1.127 -0.426 -2.673 -3.381 1.027 -0.35
C 4.173 1.202 0.862 2.117 -0.363 0.562 0.10
C 5.724 1.663 0.503 -0.606 -0.052 -0.605 -0.95
H 0.982 -2.812 0.171 1.886 -1.089 0.948 0.06
H 1.949 -4.457 -0.031 0.012 2.339 1.457 0.31
H 1.654 -3.695 1.733 0.381 0.385 -2.277 0.30
H 3.455 -2.015 1.601 -0.755 -0.889 -2.117 0.25
H 4.216 -3.333 0.478 -2.120 1.616 -0.131 0.39
H 1.613 -0.023 -2.745 -1.071 -0.270 2.305 0.41
H 0.290 -0.955 -1.735 1.695 1.578 0.438 0.24
H 0.196 1.987 -2.456 0.492 -1.123 1.818 0.40
H 1.046 2.074 -0.770 -1.506 -1.220 -1.517 0.31
H -3.302 3.771 -1.695 0.071 -0.203 -0.074 0.05
H -7.756 -0.511 1.587 2.314 -0.981 0.535 0.37
H -6.563 -2.058 1.693 -0.021 2.387 0.313 0.40
H -6.521 -0.586 3.009 -0.149 -0.796 -2.358 0.37
H 3.632 1.962 1.569 0.925 -1.466 -1.287 0.32
H 4.231 0.115 1.311 -0.246 2.320 -0.512 0.03
H 5.838 2.832 0.609 -0.088 -2.574 -0.116 0.30
H 5.882 1.360 -0.640 -0.191 0.672 2.611 0.28
H 6.456 1.048 1.185 -1.415 1.471 -1.314 0.33
Al -2.856 1.239 -3.441 -0.008 -0.233 -1.424 0.83
```
Positions in Å, forces in eV/Å.

Output
- HOMO: -17.34 eV
- Net charge: +3

=====

The records above give, respectively, total energy values of -6654.741, -18774.584, -144201.047, -103620.998, -16329.513, -55993.399 eV.